Record 1
ORCA calculation (ωB97M-V/def2-TZVPD) on C26H32FeN7O2SSe as an isolated structure.

```
70
Properties=species:S:1:pos:R:3:forces:R:3:lowdin_spin:R:1
Fe 0.416 -0.330 2.037 0.095 -0.161 -0.016 3.652
N -6.564 -1.880 3.391 -0.023 -0.049 0.054 0.000
C -5.506 -1.188 2.855 0.027 0.020 -0.035 0.000
C -4.769 -1.724 1.791 0.037 0.020 -0.007 0.000
C -3.675 -1.049 1.285 0.011 -0.043 0.040 0.000
C -3.295 0.174 1.826 0.056 -0.146 -0.010 0.001
C -4.035 0.729 2.864 -0.068 0.156 0.057 0.000
C -5.117 0.049 3.383 0.023 0.020 -0.055 0.000
S -1.894 1.002 1.162 -0.368 -0.062 -0.288 0.011
O -1.174 -0.001 0.346 -0.138 0.106 0.044 0.044
O -2.312 2.198 0.506 0.102 0.080 0.072 0.011
N -0.810 1.215 2.312 -0.044 -0.008 0.181 0.084
C -0.777 1.392 3.669 0.052 0.033 -0.268 0.012
N -1.610 2.142 4.366 -0.012 -0.004 0.011 0.004
C -1.353 2.218 5.671 0.043 -0.004 0.130 -0.001
C -0.292 1.566 6.279 0.022 -0.018 -0.044 0.003
C 0.510 0.783 5.461 -0.096 0.133 0.030 0.004
N 0.272 0.689 4.160 -0.015 -0.034 0.108 0.038
H -6.977 -2.608 2.834 -0.025 0.011 -0.002 0.000
H -7.215 -1.369 3.962 -0.013 -0.003 -0.008 0.000
H -5.068 -2.668 1.353 -0.014 -0.019 -0.007 0.000
H -3.111 -1.473 0.467 0.037 0.007 -0.036 0.000
H -3.770 1.696 3.270 0.044 0.008 -0.012 0.000
H -5.687 0.491 4.190 -0.025 -0.001 0.034 0.000
H -2.029 2.833 6.254 -0.005 0.007 -0.004 0.000
H -0.102 1.659 7.336 0.004 -0.003 0.026 0.000
H 1.352 0.222 5.847 0.006 -0.005 0.021 0.000
C 3.671 -1.915 -2.745 0.024 0.058 -0.027 0.000
C 3.135 -3.035 -1.858 0.058 -0.044 0.054 0.001
C 1.625 -3.251 -1.939 -0.089 -0.044 -0.031 0.000
C 0.783 -2.283 -1.120 -0.048 -0.001 0.163 0.003
N 0.873 -0.909 -1.591 -0.020 0.043 0.018 0.003
C 1.490 0.114 -0.989 0.125 0.270 0.240 0.011
Se 2.383 0.074 0.673 0.334 -0.206 -0.090 0.064
N 1.383 1.213 -1.756 -0.260 -0.166 -0.049 0.003
C 1.892 2.553 -1.458 0.079 -0.093 0.174 0.002
C 2.833 3.087 -2.538 0.010 0.126 0.070 0.000
C 3.915 2.109 -2.985 -0.015 -0.031 -0.072 0.000
C 4.912 1.762 -1.890 0.031 -0.039 0.071 0.000
C 0.612 0.896 -2.871 -0.058 -0.053 -0.068 0.001
C 0.144 1.668 -3.930 -0.007 -0.090 0.070 0.000
C -0.629 1.022 -4.875 0.009 0.007 0.017 0.001
C -0.935 -0.342 -4.772 -0.018 0.031 -0.026 0.001
C -0.484 -1.106 -3.714 0.002 0.091 -0.006 0.000
C 0.292 -0.453 -2.764 0.053 0.046 -0.101 0.001
H 4.755 -1.979 -2.831 0.029 -0.001 0.012 0.000
H 3.446 -0.922 -2.355 -0.019 -0.006 0.011 0.000
H 3.257 -1.981 -3.753 -0.005 -0.009 -0.022 0.000
H 3.425 -2.857 -0.817 -0.006 -0.013 -0.009 0.001
H 3.619 -3.969 -2.150 -0.006 0.005 -0.015 0.000
H 1.372 -4.252 -1.584 0.031 -0.016 0.045 0.000
H 1.307 -3.216 -2.985 0.007 -0.005 -0.015 0.000
H 1.105 -2.281 -0.076 0.011 -0.045 -0.126 0.004
H -0.275 -2.558 -1.138 0.022 -0.002 -0.037 0.000
H 2.412 2.474 -0.504 -0.056 0.013 -0.052 0.001
H 1.027 3.202 -1.306 0.058 0.053 -0.065 0.000
H 3.306 3.976 -2.110 -0.002 0.018 -0.021 0.000
H 2.270 3.443 -3.400 -0.025 -0.065 -0.031 0.000
H 4.442 2.551 -3.833 0.012 0.015 0.018 0.000
H 3.453 1.196 -3.374 -0.021 0.015 -0.001 0.000
H 5.422 2.656 -1.530 0.015 0.037 0.007 0.000
H 5.671 1.068 -2.248 0.014 0.000 -0.046 0.000
H 4.433 1.292 -1.029 -0.028 -0.009 0.011 0.001
H 0.353 2.723 -4.008 0.009 0.026 -0.007 0.000
H -1.015 1.587 -5.711 -0.015 -0.003 -0.025 0.000
H -1.545 -0.802 -5.536 -0.009 -0.012 -0.012 0.000
H -0.734 -2.153 -3.632 0.003 -0.037 0.021 0.000
N -1.646 -2.400 3.410 0.302 -0.193 -0.013 0.010
C -0.709 -1.966 2.899 -0.191 0.252 -0.016 0.029
H -2.453 -2.804 3.845 -0.050 0.034 -0.038 0.000
```
Forces are in eV/Å.

Results
Molar mass, Da: 641.461
HOMO energy (spin up / spin down), eV: -10.8239 / -10.8254
Energy relative to the best compared isomer or geometry (same formula, charge and spin), eV: 0.0000
Multiplicity: 5
E_tot, eV: -152571.7757
Total charge: +1

=====

Record 2
ORCA calculation (ωB97M-V/def2-TZVPD) on C26H32IrN6O3S2 as an isolated structure.

```
70
Properties=species:S:1:pos:R:3:forces:R:3:lowdin_spin:R:1
Ir -0.090 -0.108 0.011 -0.096 -0.061 0.014 0.000
C 1.031 -1.639 -2.435 0.024 -0.028 0.008 0.000
N 0.276 -1.891 -1.180 0.040 0.054 0.003 0.000
C -0.944 -2.678 -1.500 -0.035 0.012 -0.001 0.000
C 1.153 -2.757 -0.340 0.020 0.000 -0.022 0.000
C 0.602 -2.826 1.054 0.011 -0.013 0.023 0.000
N 0.472 -1.441 1.577 0.024 -0.004 -0.011 0.000
C -0.323 -1.539 2.831 -0.042 0.009 -0.028 0.000
C 1.833 -0.880 1.839 -0.015 0.019 0.017 0.001
H 1.328 -2.591 -2.883 -0.001 0.002 0.003 0.000
H 1.920 -1.053 -2.210 0.008 -0.001 0.002 0.000
H 0.426 -1.098 -3.153 0.073 -0.035 0.043 0.000
H -0.659 -3.614 -1.988 0.000 0.001 0.001 0.000
H -1.596 -2.129 -2.168 -0.023 0.046 -0.027 0.000
H -1.504 -2.895 -0.596 -0.005 0.003 -0.018 0.000
H 2.154 -2.325 -0.342 -0.002 0.001 0.002 0.000
H 1.224 -3.753 -0.783 0.005 0.000 -0.001 0.000
H 1.255 -3.409 1.707 -0.003 0.000 -0.007 0.000
H -0.382 -3.291 1.068 0.006 -0.007 0.014 0.000
H 0.242 -2.169 3.528 -0.013 0.039 -0.013 -0.001
H -1.266 -2.019 2.567 -0.006 0.001 -0.001 0.000
H -1.373 -0.226 3.804 0.005 -0.008 0.004 0.000
H 2.542 -1.678 2.059 0.003 -0.004 -0.020 0.000
H 1.796 -0.206 2.685 -0.004 0.018 0.020 0.001
H 2.198 -0.330 0.956 0.005 0.004 0.003 0.000
S -4.998 5.365 0.114 -0.015 -0.014 0.015 0.000
N -3.778 5.111 1.133 0.015 0.007 -0.018 0.000
C -3.111 4.064 0.674 -0.008 0.000 0.003 0.000
C -1.940 3.468 1.277 -0.007 -0.003 0.005 0.000
C -1.278 3.936 2.411 0.020 -0.007 0.003 0.000
C -0.153 3.261 2.836 -0.021 0.009 -0.008 0.000
C 0.254 2.109 2.173 0.026 0.008 -0.011 0.000
N -0.392 1.627 1.112 0.041 0.047 0.009 0.000
C -1.439 2.337 0.638 0.011 -0.014 -0.011 0.000
C -1.952 1.861 -0.610 0.004 0.012 -0.012 0.000
N -1.219 0.824 -1.169 0.000 -0.022 0.006 0.000
C -1.484 0.606 -2.597 -0.019 0.011 0.000 0.000
C -2.850 0.974 -3.071 -0.020 0.012 0.001 0.000
C -3.599 1.867 -2.422 0.009 -0.013 -0.008 0.000
C -3.073 2.410 -1.198 0.000 0.001 0.001 0.000
C -3.666 3.526 -0.519 -0.004 -0.003 0.005 0.000
N -4.748 4.183 -0.934 0.012 0.013 -0.010 0.000
H -1.640 4.819 2.921 -0.002 0.000 0.001 0.000
H 0.419 3.593 3.690 0.001 0.002 0.001 0.000
H 1.112 1.570 2.535 -0.002 0.004 -0.003 0.000
H -1.295 -0.436 -2.818 -0.040 -0.014 0.012 0.000
H -3.160 0.552 -4.018 0.002 0.003 0.001 0.000
H -4.557 2.209 -2.786 0.000 0.000 0.001 0.000
C 3.041 0.197 6.938 -0.002 0.018 0.057 0.119
S 1.888 0.046 5.567 0.131 -0.052 0.023 0.382
O 1.925 -1.336 5.111 -0.068 0.000 -0.028 0.247
O 2.188 1.106 4.613 -0.055 0.052 -0.034 0.240
O -0.520 -0.263 3.358 0.035 -0.089 0.014 0.002
H 4.032 0.004 6.528 -0.017 -0.001 -0.020 0.010
H 2.764 -0.551 7.676 0.007 0.006 0.011 0.000
H 2.960 1.208 7.327 0.002 -0.003 0.006 0.000
C -0.431 1.454 -3.372 0.005 -0.015 0.016 0.000
C -0.501 1.273 -4.869 -0.007 0.023 -0.003 0.000
C -0.658 0.022 -5.461 -0.002 -0.013 -0.014 0.000
C -0.690 -0.111 -6.841 -0.002 -0.006 0.005 0.000
C -0.562 1.010 -7.650 0.005 0.006 0.002 0.000
C -0.408 2.260 -7.070 -0.006 -0.005 -0.005 0.000
C -0.383 2.390 -5.690 -0.009 -0.004 0.002 0.000
H -0.598 2.503 -3.121 0.006 -0.002 0.002 0.000
H 0.555 1.184 -2.980 0.001 -0.015 0.002 0.000
H -0.769 -0.875 -4.858 -0.010 0.015 -0.023 0.000
H -0.816 -1.089 -7.286 0.000 0.000 -0.002 0.000
H -0.587 0.908 -8.726 0.000 0.000 0.000 0.000
H -0.312 3.139 -7.694 0.001 0.000 0.000 0.000
H -0.268 3.372 -5.245 0.002 -0.001 0.000 0.000
```
Forces are in eV/Å.

Results
Molar mass, Da: 732.932
HOMO energy (spin up / spin down), eV: -13.6390 / -13.6390
Energy relative to the best compared isomer or geometry (same formula, charge and spin), eV: 1.6351
Multiplicity: 2
E_tot, eV: -67058.5848
Total charge: +2

=====

Record 3
ORCA calculation (ωB97M-V/def2-TZVPD) on one molecule with the formula C26H32N2O2.

```
62
Properties=species:S:1:pos:R:3:forces:R:3:nbo_charge:R:1
O -0.770 -0.188 1.611 -0.040 -0.003 -0.059 -0.626
C -0.858 -0.727 0.521 0.022 -0.140 0.347 0.597
N -1.846 -1.528 0.102 -0.007 -0.366 -0.439 -0.595
C -3.138 -1.572 0.731 -0.156 0.171 0.192 -0.223
C -4.118 -0.547 0.101 0.071 0.119 0.073 -0.084
C -3.420 0.795 0.122 -0.131 0.031 -0.041 -0.022
C -2.618 1.198 -0.941 -0.125 0.064 -0.022 -0.224
C -1.894 2.375 -0.878 0.100 0.030 -0.086 -0.211
C -1.957 3.173 0.250 0.062 0.085 0.029 -0.218
C -2.755 2.785 1.312 0.009 0.070 0.096 -0.214
C -3.475 1.606 1.250 -0.028 -0.010 -0.079 -0.147
C -4.554 -0.996 -1.303 -0.018 -0.042 0.088 -0.398
C -5.648 -2.046 -1.079 0.008 -0.060 -0.076 -0.412
C -6.224 -1.769 0.321 -0.069 -0.028 0.077 -0.411
C -5.450 -0.565 0.867 0.050 -0.085 -0.043 -0.394
C 0.222 -0.548 -0.548 0.092 0.196 -0.118 0.594
O 0.144 -1.095 -1.638 0.038 -0.074 -0.111 -0.649
N 1.180 0.280 -0.139 0.062 0.176 0.439 -0.587
C 2.292 0.729 -0.937 0.226 -0.104 -0.198 -0.233
C 3.657 0.593 -0.236 -0.005 -0.043 -0.053 -0.050
C 4.036 -0.846 0.068 -0.078 -0.056 -0.013 -0.028
C 3.300 -1.934 -0.387 0.028 0.038 0.006 -0.215
C 3.693 -3.231 -0.100 0.018 -0.143 -0.007 -0.201
C 4.834 -3.475 0.639 -0.022 -0.094 -0.010 -0.218
C 5.590 -2.403 1.080 0.093 0.008 0.043 -0.226
C 5.196 -1.110 0.794 0.002 -0.010 0.040 -0.159
C 4.717 1.258 -1.139 -0.072 0.096 0.027 -0.397
C 4.629 2.766 -0.863 0.029 0.074 -0.103 -0.416
C 3.875 2.920 0.470 -0.031 0.055 0.093 -0.412
C 3.685 1.500 1.010 0.002 0.081 -0.097 -0.400
H -1.755 -1.837 -0.859 0.103 0.068 0.131 0.422
H -2.982 -1.319 1.783 -0.111 -0.101 -0.046 0.230
H -3.543 -2.582 0.654 -0.006 -0.031 0.081 0.205
H -2.543 0.590 -1.830 -0.013 -0.096 -0.091 0.218
H -1.271 2.661 -1.713 0.046 0.038 -0.075 0.212
H -1.386 4.088 0.304 0.032 0.077 0.000 0.211
H -2.809 3.397 2.200 -0.005 0.053 0.073 0.211
H -4.073 1.312 2.098 -0.082 -0.053 0.105 0.203
H -4.965 -0.134 -1.831 0.075 0.034 -0.053 0.214
H -3.734 -1.396 -1.897 0.075 0.082 -0.132 0.205
H -5.229 -3.051 -1.129 -0.040 -0.036 -0.045 0.202
H -6.415 -1.977 -1.850 0.025 -0.080 -0.042 0.214
H -6.085 -2.635 0.968 -0.066 -0.028 0.012 0.203
H -7.292 -1.560 0.281 -0.024 -0.062 0.066 0.213
H -5.989 0.358 0.651 0.019 0.057 0.051 0.213
H -5.310 -0.637 1.945 -0.002 0.110 0.096 0.211
H 1.056 0.646 0.798 -0.114 -0.097 -0.097 0.429
H 2.140 1.782 -1.192 0.026 -0.043 -0.093 0.202
H 2.275 0.153 -1.865 0.029 0.106 0.040 0.235
H 2.412 -1.802 -0.979 -0.147 0.069 -0.103 0.222
H 3.097 -4.055 -0.465 -0.052 -0.070 -0.031 0.212
H 5.138 -4.487 0.863 0.018 -0.081 0.017 0.212
H 6.493 -2.573 1.648 0.069 -0.009 0.042 0.210
H 5.817 -0.298 1.142 0.034 0.094 0.032 0.194
H 5.704 0.883 -0.870 -0.013 -0.053 -0.017 0.213
H 4.549 1.021 -2.189 0.049 -0.097 -0.074 0.215
H 4.099 3.277 -1.667 0.043 0.061 -0.012 0.205
H 5.625 3.202 -0.805 -0.005 0.051 -0.064 0.212
H 2.908 3.399 0.311 -0.005 0.058 0.021 0.200
H 4.428 3.537 1.177 -0.074 0.058 0.023 0.215
H 4.530 1.233 1.642 -0.027 -0.054 0.045 0.211
H 2.786 1.407 1.617 0.013 -0.063 0.147 0.206
```
Forces are in eV/Å.

Results
Molar mass, Da: 404.554
SMILES string: O=C(NCC1(c2ccccc2)CCCC1)C(=O)NCC1(c2ccccc2)CCCC1
HOMO energy, eV: -8.9650
Energy relative to the best compared isomer or geometry (same formula, charge and spin), eV: 0.1164
Multiplicity: 1
E_tot, eV: -34558.6533
Total charge: 0